Record 1
70
Properties=species:S:1:pos:R:3:mulliken_charge:R:1 method="wB97M-V/def2-TZVPD" multiplicity=1 total_charge=-2 homo_energy_ha=-0.0881 orbital_gap_ev=6.82 total_energy_ev=-65540.583 relative_energy_kcal_mol=0.00
Tl -1.01 1.51 -0.64 0.81
O 5.20 -3.49 -0.91 -0.96
C 4.84 -4.12 -1.96 0.59
C 5.78 -4.94 -2.67 -0.64
C 5.43 -5.64 -3.80 -0.27
C 4.13 -5.60 -4.31 -0.65
C 3.20 -4.83 -3.65 -0.53
C 3.51 -4.10 -2.50 -0.06
C 2.39 -3.32 -1.89 0.58
O 1.23 -3.38 -2.30 -0.86
N 2.78 -2.58 -0.82 0.35
N 1.89 -1.89 -0.08 -0.78
C 2.38 -1.31 0.95 -0.74
C 1.55 -0.56 1.91 0.91
C 2.18 0.27 2.83 -0.61
C 1.42 0.98 3.74 -0.49
C 0.04 0.82 3.72 -0.39
C -0.50 -0.03 2.77 -0.22
N 0.22 -0.71 1.88 -0.35
H 3.80 -2.68 -0.57 0.56
H 6.78 -4.97 -2.27 0.35
H 6.19 -6.24 -4.30 0.32
H 3.87 -6.15 -5.21 0.37
H 2.18 -4.77 -4.01 0.39
H 3.45 -1.34 1.16 0.33
H 3.26 0.37 2.81 0.34
H 1.88 1.65 4.45 0.43
H -0.60 1.38 4.39 0.36
H -1.57 -0.16 2.71 0.47
O -0.77 -2.35 -3.29 -0.55
C -1.48 -1.43 -2.63 0.07
O -1.61 -1.38 -1.44 -0.50
C -2.10 -0.42 -3.57 0.57
C -2.24 -0.64 -4.93 -0.80
C -2.78 0.38 -5.70 -0.22
C -3.10 1.58 -5.10 -0.80
C -2.88 1.74 -3.73 0.44
N -2.42 0.74 -2.99 0.18
C -3.10 3.11 -3.04 0.08
O -3.72 3.94 -3.72 -0.80
O -2.57 3.23 -1.91 -0.52
H -0.09 -2.74 -2.68 0.58
H -1.92 -1.58 -5.36 0.48
H -2.92 0.24 -6.77 0.39
H -3.51 2.42 -5.65 0.51
C -5.06 3.38 0.91 -1.13
Si -3.91 1.94 1.31 0.36
C -4.56 1.07 2.87 -1.25
C -4.10 0.68 -0.06 -0.93
N -2.26 2.38 1.41 0.07
C -1.75 3.24 2.31 0.26
C -2.48 3.89 3.35 -0.24
C -1.90 4.74 4.28 -1.00
C -0.54 5.01 4.26 -0.54
C 0.22 4.42 3.25 -0.49
C -0.38 3.59 2.34 0.47
F 0.44 3.03 1.40 -0.35
H -6.09 3.05 0.79 0.36
H -4.72 3.82 -0.03 0.27
H -5.03 4.17 1.67 0.30
H -5.62 0.81 2.74 0.40
H -4.47 1.66 3.78 0.31
H -4.02 0.13 3.03 0.35
H -5.13 0.32 -0.09 0.50
H -3.44 -0.18 0.07 0.16
H -3.88 1.12 -1.04 0.02
H -3.55 3.72 3.40 0.18
H -2.53 5.19 5.04 0.37
H -0.08 5.67 4.99 0.35
H 1.28 4.59 3.16 0.44



Record 2
78
Properties=species:S:1:pos:R:3:mulliken_charge:R:1 method="wB97M-V/def2-TZVPD" multiplicity=1 total_charge=-2 homo_energy_ha=-0.0676 orbital_gap_ev=5.92 total_energy_ev=-126808.529 relative_energy_kcal_mol=0.00
Lu -1.12 0.42 0.19 1.23
O 0.73 0.31 -1.39 0.05
N 1.84 0.08 -0.87 -1.25
N 1.94 0.56 0.32 0.74
O 0.96 1.24 0.88 -0.07
C 3.01 0.12 1.15 -0.02
C 4.28 -0.09 0.63 -0.45
C 5.29 -0.50 1.49 -0.45
C 5.04 -0.69 2.84 -0.51
C 3.76 -0.48 3.34 -0.85
C 2.73 -0.08 2.50 0.04
H 4.46 0.07 -0.42 0.47
H 6.28 -0.67 1.09 0.36
H 5.83 -1.01 3.50 0.38
H 3.54 -0.65 4.38 0.41
H 1.71 0.05 2.85 0.50
S -1.13 0.12 3.12 0.05
C -1.92 -1.43 3.14 -0.04
C -1.46 -2.41 4.02 -1.04
C -2.03 -3.68 4.09 0.46
C -1.52 -4.63 5.04 -0.08
N -1.10 -5.39 5.79 -0.66
C -3.11 -4.00 3.24 0.66
C -3.56 -3.04 2.35 -0.90
C -3.01 -1.75 2.27 0.57
S -3.65 -0.62 1.11 -0.44
C -3.72 -5.29 3.27 -0.06
N -4.23 -6.32 3.29 -0.65
H -0.63 -2.17 4.66 0.43
H -4.37 -3.28 1.67 0.44
C 1.96 -1.78 -6.25 -1.44
C 0.79 -1.19 -5.50 1.11
C 0.21 0.00 -5.92 -0.78
C -0.87 0.55 -5.22 -0.33
C -1.36 -0.10 -4.10 -0.03
C -0.79 -1.30 -3.68 -0.31
C 0.27 -1.83 -4.38 -0.77
S -2.70 0.60 -3.16 1.14
O -3.47 -0.50 -2.66 -0.71
O -3.33 1.56 -4.05 -0.75
N -2.02 1.32 -1.90 -0.26
C -1.32 2.50 -2.04 0.56
C -1.20 3.33 -3.16 -1.10
C -0.38 4.44 -3.07 -0.50
C 0.28 4.73 -1.88 -1.06
C 0.09 3.87 -0.82 -0.10
N -0.69 2.80 -0.90 0.36
H 2.37 -1.08 -6.97 0.34
H 1.67 -2.69 -6.79 0.30
H 2.76 -2.07 -5.56 0.33
H 0.60 0.51 -6.79 0.29
H -1.33 1.46 -5.56 0.41
H -1.18 -1.78 -2.79 0.43
H 0.72 -2.76 -4.04 0.36
H -1.74 3.12 -4.07 0.64
H -0.27 5.09 -3.93 0.38
H 0.93 5.60 -1.77 0.42
H 0.56 4.05 0.15 0.22
N 2.41 3.28 2.41 -0.75
N 1.22 3.38 3.13 1.31
N 0.99 2.71 4.23 -0.89
C -0.26 3.10 4.49 -0.04
N -0.72 3.97 3.59 -0.47
N 0.25 4.14 2.72 -0.39
H 2.12 2.81 1.55 0.18
H 2.93 2.55 2.91 0.54
H -0.83 2.71 5.31 0.47
N -2.50 2.26 1.17 -0.47
H -3.04 2.75 0.46 0.19
H -2.04 2.93 1.77 0.17
H -3.12 1.66 1.72 0.27
C -0.34 -3.74 0.32 -1.71
C -0.46 -2.24 0.19 1.24
O 0.28 -1.48 0.86 -0.47
O -1.32 -1.75 -0.59 -0.72
H -0.08 -4.00 1.34 0.34
H 0.46 -4.09 -0.34 0.37
H -1.27 -4.22 0.03 0.35



What did the second record say?
78
Properties=species:S:1:pos:R:3:mulliken_charge:R:1 method="wB97M-V/def2-TZVPD" multiplicity=1 total_charge=-2 homo_energy_ha=-0.0676 orbital_gap_ev=5.92 total_energy_ev=-126808.529 relative_energy_kcal_mol=0.00
Lu -1.12 0.42 0.19 1.23
O 0.73 0.31 -1.39 0.05
N 1.84 0.08 -0.87 -1.25
N 1.94 0.56 0.32 0.74
O 0.96 1.24 0.88 -0.07
C 3.01 0.12 1.15 -0.02
C 4.28 -0.09 0.63 -0.45
C 5.29 -0.50 1.49 -0.45
C 5.04 -0.69 2.84 -0.51
C 3.76 -0.48 3.34 -0.85
C 2.73 -0.08 2.50 0.04
H 4.46 0.07 -0.42 0.47
H 6.28 -0.67 1.09 0.36
H 5.83 -1.01 3.50 0.38
H 3.54 -0.65 4.38 0.41
H 1.71 0.05 2.85 0.50
S -1.13 0.12 3.12 0.05
C -1.92 -1.43 3.14 -0.04
C -1.46 -2.41 4.02 -1.04
C -2.03 -3.68 4.09 0.46
C -1.52 -4.63 5.04 -0.08
N -1.10 -5.39 5.79 -0.66
C -3.11 -4.00 3.24 0.66
C -3.56 -3.04 2.35 -0.90
C -3.01 -1.75 2.27 0.57
S -3.65 -0.62 1.11 -0.44
C -3.72 -5.29 3.27 -0.06
N -4.23 -6.32 3.29 -0.65
H -0.63 -2.17 4.66 0.43
H -4.37 -3.28 1.67 0.44
C 1.96 -1.78 -6.25 -1.44
C 0.79 -1.19 -5.50 1.11
C 0.21 0.00 -5.92 -0.78
C -0.87 0.55 -5.22 -0.33
C -1.36 -0.10 -4.10 -0.03
C -0.79 -1.30 -3.68 -0.31
C 0.27 -1.83 -4.38 -0.77
S -2.70 0.60 -3.16 1.14
O -3.47 -0.50 -2.66 -0.71
O -3.33 1.56 -4.05 -0.75
N -2.02 1.32 -1.90 -0.26
C -1.32 2.50 -2.04 0.56
C -1.20 3.33 -3.16 -1.10
C -0.38 4.44 -3.07 -0.50
C 0.28 4.73 -1.88 -1.06
C 0.09 3.87 -0.82 -0.10
N -0.69 2.80 -0.90 0.36
H 2.37 -1.08 -6.97 0.34
H 1.67 -2.69 -6.79 0.30
H 2.76 -2.07 -5.56 0.33
H 0.60 0.51 -6.79 0.29
H -1.33 1.46 -5.56 0.41
H -1.18 -1.78 -2.79 0.43
H 0.72 -2.76 -4.04 0.36
H -1.74 3.12 -4.07 0.64
H -0.27 5.09 -3.93 0.38
H 0.93 5.60 -1.77 0.42
H 0.56 4.05 0.15 0.22
N 2.41 3.28 2.41 -0.75
N 1.22 3.38 3.13 1.31
N 0.99 2.71 4.23 -0.89
C -0.26 3.10 4.49 -0.04
N -0.72 3.97 3.59 -0.47
N 0.25 4.14 2.72 -0.39
H 2.12 2.81 1.55 0.18
H 2.93 2.55 2.91 0.54
H -0.83 2.71 5.31 0.47
N -2.50 2.26 1.17 -0.47
H -3.04 2.75 0.46 0.19
H -2.04 2.93 1.77 0.17
H -3.12 1.66 1.72 0.27
C -0.34 -3.74 0.32 -1.71
C -0.46 -2.24 0.19 1.24
O 0.28 -1.48 0.86 -0.47
O -1.32 -1.75 -0.59 -0.72
H -0.08 -4.00 1.34 0.34
H 0.46 -4.09 -0.34 0.37
H -1.27 -4.22 0.03 0.35